[1]
Entry from the Open Molecules 2025 dataset: C4H9N3O2Si in the gas phase (ωB97M-V/def2-TZVPD).

The geometry in XYZ format:
```
19
Properties=species:S:1:pos:R:3:forces:R:3:nbo_charge:R:1
C -2.4998 0.0787 0.5438 -3.325 2.597 0.267 0.40
C -0.1150 2.0042 0.5247 1.125 -2.878 0.913 -1.10
C 1.5440 -0.6864 1.2025 0.902 0.644 -1.644 -1.11
C 1.1149 0.0532 -1.6501 -2.523 -1.259 -1.765 -1.14
N -3.3871 0.8082 0.7442 1.172 -1.330 0.059 -0.28
N -1.4001 -0.5155 0.1921 2.183 0.826 0.134 -0.60
N -1.4028 -1.7242 -0.3283 -0.997 -3.137 -0.328 0.65
O -2.3725 -2.4109 -0.4863 -1.259 0.579 0.156 -0.35
O -0.2877 -2.1090 -0.5805 2.198 -0.316 -0.533 -0.41
Si 0.3234 0.1420 0.0139 0.870 2.162 0.783 1.71
H 0.6732 2.6237 0.0942 0.507 0.150 1.202 0.25
H -0.9220 2.3346 -0.0386 -2.055 0.368 -0.814 0.23
H -0.3981 1.9390 1.6324 0.873 0.928 -1.501 0.25
H 2.4135 -1.1759 0.6916 -1.059 0.229 -0.014 0.25
H 2.0433 -0.0352 1.8965 -0.350 0.415 0.657 0.25
H 0.9603 -1.4338 1.6435 -0.492 -1.276 1.309 0.24
H 0.3724 -0.1803 -2.5226 1.215 -0.319 1.626 0.25
H 1.4356 0.9787 -2.0216 1.097 1.537 0.012 0.25
H 1.9044 -0.6909 -1.5515 -0.082 0.080 -0.518 0.25
```
Positions in Å, forces in eV/Å.

Calculated total energy   -761.934572 a.u.
Highest occupied orbital energy   -10.734 eV
M   159.2 g/mol
LUMO   -0.143 eV
Kohn-Sham gap   10.59 eV
SMILES   C[Si](C)(C)N(C#N)[N+](=O)[O-]
Energy relative to the best compared isomer or geometry (same formula, charge and spin)   84.1 kcal/mol



[2]
Entry from the Open Molecules 2025 dataset: C4H8O2 in the gas phase (ωB97M-V/def2-TZVPD).

The geometry in XYZ format:
```
14
Properties=species:S:1:pos:R:3:forces:R:3:nbo_charge:R:1
C -1.1718 1.5304 0.3626 0.093 -0.024 -0.123 -0.64
C 0.1469 0.8447 0.7519 0.071 0.154 0.116 0.06
O -0.1462 -0.3694 1.4333 -0.172 -0.376 0.171 -0.49
C 0.7853 -0.4591 0.3748 0.156 0.177 -0.344 0.04
C 0.5927 -1.0173 -1.0079 -0.144 0.388 -0.043 -0.10
O 0.7060 -2.4127 -1.1647 -0.217 -0.188 0.272 -0.71
H -1.7108 1.1837 -0.5255 0.407 -0.144 0.046 0.22
H -1.0794 2.6198 0.3034 0.218 -0.204 -0.151 0.21
H -1.8351 1.3275 1.2141 0.123 0.069 -0.175 0.23
H 0.8628 1.5478 1.1837 -0.293 -0.237 0.638 0.17
H 1.7560 -0.7605 0.7936 0.011 0.650 -0.298 0.18
H 1.4502 -0.6007 -1.5542 -0.270 -0.023 -0.054 0.19
H -0.3206 -0.6084 -1.4552 -0.038 -0.196 -0.036 0.16
H -0.0360 -2.8259 -0.7099 0.055 -0.046 -0.021 0.47
```
Positions in Å, forces in eV/Å.

Calculated total energy   -307.617467 a.u.
Highest occupied orbital energy   -10.125 eV
M   88.1 g/mol
LUMO   0.964 eV
Kohn-Sham gap   11.09 eV
SMILES   C[C@H]1O[C@H]1CO
Energy relative to the best compared isomer or geometry (same formula, charge and spin)   59.6 kcal/mol



[3]
Entry from the Open Molecules 2025 dataset: a molecular structure, C32H27AuCl2NP2 (ωB97M-V/def2-TZVPD).

The geometry in XYZ format:
```
65
Properties=species:S:1:pos:R:3:forces:R:3:nbo_charge:R:1
Au 1.3171 0.7751 -0.3143 -0.284 1.055 -0.217 0.56
C -2.0657 0.9819 0.1476 -0.015 0.338 -0.026 -0.72
C -2.0034 -0.4302 0.6890 0.065 -0.118 -0.071 -0.73
P -0.4736 -1.3505 0.0839 -1.200 0.011 0.427 0.83
C -1.1972 -3.0260 0.2832 0.220 -0.089 0.131 -0.35
C -1.0759 -3.9992 -0.7067 -0.042 0.141 0.095 -0.21
C -1.5412 -5.2792 -0.4880 -0.083 -0.249 0.015 -0.21
C -2.1236 -5.6157 0.7237 -0.028 -0.092 0.042 -0.24
C -2.2080 -4.6658 1.7294 -0.123 -0.168 0.147 -0.22
C -1.7349 -3.3878 1.5157 0.045 0.144 -0.126 -0.17
C -0.7735 -1.2471 -1.7254 -0.048 -0.021 -0.052 -0.37
C -2.0604 -1.2977 -2.2563 0.139 0.098 -0.140 -0.23
C -2.2580 -1.1790 -3.6216 -0.244 -0.021 -0.018 -0.22
C -1.1773 -1.0555 -4.4764 0.146 -0.034 -0.096 -0.22
C 0.1083 -1.0759 -3.9598 -0.101 0.011 -0.208 -0.24
C 0.3087 -1.1649 -2.5937 0.039 0.036 -0.078 -0.14
P -0.4837 1.9435 0.2364 -0.596 -0.346 0.091 0.91
C -0.1260 2.3763 1.9575 0.363 0.064 0.194 -0.28
C 0.2305 1.3326 2.8196 -0.359 0.105 -0.086 -0.22
C 0.8104 1.6048 4.0415 0.029 0.001 0.192 -0.20
C 1.0768 2.9161 4.4061 -0.024 0.139 -0.062 -0.21
C 0.7680 3.9539 3.5379 0.121 -0.025 0.309 -0.22
C 0.1815 3.6895 2.3174 -0.299 -0.278 -0.118 -0.22
C -1.1745 3.4785 -0.4296 0.078 0.385 -0.157 -0.38
C -0.7590 3.9525 -1.6703 0.048 -0.282 0.261 -0.12
C -1.3383 5.0861 -2.2083 -0.303 0.361 -0.064 -0.23
C -2.3341 5.7594 -1.5108 0.222 -0.091 -0.177 -0.21
C -2.7397 5.2999 -0.2669 -0.225 0.205 -0.008 -0.22
C -2.1710 4.1681 0.2741 0.299 -0.342 -0.217 -0.20
H -2.8834 1.5570 0.6025 0.156 -0.059 -0.069 0.22
H -2.2433 0.9535 -0.9388 -0.058 0.044 0.218 0.24
H -2.9197 -0.9748 0.4315 0.099 0.116 0.108 0.22
H -1.9349 -0.3949 1.7819 -0.069 -0.090 -0.089 0.22
H -0.6044 -3.7497 -1.6467 -0.031 -0.011 -0.074 0.22
H -1.4490 -6.0219 -1.2676 0.013 -0.082 -0.066 0.20
H -2.4951 -6.6163 0.8919 -0.025 -0.090 0.005 0.20
H -2.6393 -4.9223 2.6878 -0.025 -0.060 0.056 0.20
H -1.7676 -2.6562 2.3138 -0.072 -0.013 0.064 0.19
H -2.9205 -1.4371 -1.6162 -0.032 0.033 0.099 0.21
H -3.2626 -1.1878 -4.0218 -0.093 -0.021 -0.024 0.20
H -1.3352 -0.9604 -5.5419 -0.018 0.001 -0.078 0.20
H 0.9586 -1.0121 -4.6227 0.102 0.022 -0.040 0.21
H 1.3136 -1.1587 -2.1979 0.085 0.046 0.027 0.26
H 0.0740 0.3058 2.5099 0.097 0.011 0.004 0.23
H 1.0879 0.7926 4.7006 -0.009 -0.021 0.000 0.21
H 1.5443 3.1314 5.3545 0.072 0.008 0.113 0.21
H 1.0063 4.9737 3.8026 0.029 0.087 0.064 0.21
H -0.0281 4.5004 1.6328 0.051 0.012 0.032 0.22
H 0.0163 3.4144 -2.2020 0.039 0.012 -0.016 0.23
H -1.0236 5.4525 -3.1748 0.050 0.001 -0.073 0.21
H -2.7921 6.6409 -1.9364 -0.011 0.069 -0.028 0.21
H -3.5122 5.8290 0.2743 -0.038 0.028 0.052 0.21
H -2.4838 3.8098 1.2464 -0.030 0.008 0.029 0.22
Cl 1.8778 -2.8573 -0.2210 0.731 -0.556 -0.047 -0.06
C 3.5178 -2.3045 0.0646 0.100 -0.085 0.045 -0.03
C 4.4092 -3.2282 0.5452 0.051 -0.185 0.090 -0.26
C 5.7434 -2.8930 0.7279 0.143 -0.232 0.096 -0.34
C 6.1515 -1.6112 0.3784 0.031 -0.080 0.040 -0.23
C 5.2440 -0.6998 -0.0899 0.225 -0.051 0.018 -0.11
Cl 5.8205 0.8835 -0.5085 0.143 0.334 -0.065 -0.05
C 3.8286 -0.9308 -0.2345 0.043 -0.347 0.078 0.11
N 3.0268 -0.0102 -0.6333 0.294 0.261 -0.554 -1.08
H 4.0528 -4.2240 0.7772 0.003 -0.046 -0.014 0.20
H 6.4485 -3.6110 1.1188 0.048 -0.076 0.014 0.19
H 7.1890 -1.3248 0.4787 0.068 0.077 0.003 0.20
```
Positions in Å, forces in eV/Å.

Calculated total energy   -3029.149600 a.u.
Highest occupied orbital energy   -2.569 eV
M   755.4 g/mol
LUMO   2.445 eV
Kohn-Sham gap   5.01 eV
Energy relative to the best compared isomer or geometry (same formula, charge and spin)   10.3 kcal/mol
Charge   -1